[1]
{
  "formula": "C21H31AuBN5O9P2",
  "method": "ωB97M-V/def2-TZVPD",
  "species": ["Au", "O", "C", "O", "C", "C", "C", "N", "C", "C", "C", "O", "O", "H", "H", "H", "C", "N", "C", "P", "O", "O", "P", "O", "N", "C", "C", "N", "C", "C", "N", "C", "C", "H", "H", "H", "H", "H", "H", "H", "H", "H", "H", "H", "H", "H", "H", "H", "H", "H", "H", "H", "H", "H", "H", "H", "H", "O", "B", "O", "C", "C", "C", "C", "C", "C", "H", "H", "H", "H"],
  "xyz": [[-0.328, 1.429, -1.389], [1.935, 8.173, -0.768], [0.822, 8.016, -1.243], [-0.152, 8.643, -1.608], [0.559, 6.397, -1.430], [1.630, 5.587, -1.753], [1.370, 4.237, -1.907], [0.147, 3.741, -1.726], [-0.866, 4.533, -1.419], [-0.713, 5.907, -1.261], [-2.283, 3.892, -1.275], [-3.197, 4.674, -1.056], [-2.297, 2.636, -1.405], [2.624, 5.990, -1.870], [2.149, 3.536, -2.183], [-1.573, 6.520, -1.037], [-3.213, 1.128, 1.415], [-2.595, -0.190, 1.576], [-3.035, -0.877, 2.780], [-2.389, -1.114, 0.215], [-1.968, -0.366, -0.982], [-1.367, -2.254, 0.747], [0.230, -2.478, 0.521], [0.902, -1.619, -0.454], [0.773, -2.236, 2.068], [0.167, -2.907, 3.204], [2.207, -2.002, 2.212], [0.294, -4.080, 0.090], [-0.650, -5.060, 0.598], [0.939, -4.458, -1.163], [-3.743, -2.042, -0.049], [-3.918, -3.406, 0.415], [-4.667, -1.630, -1.099], [-2.878, 1.777, 2.226], [-4.308, 1.068, 1.451], [-2.916, 1.568, 0.467], [-2.712, -0.304, 3.651], [-2.591, -1.869, 2.835], [-4.127, -0.979, 2.815], [-0.898, -3.049, 3.030], [0.284, -2.282, 4.090], [0.628, -3.882, 3.402], [2.566, -1.448, 1.350], [2.773, -2.938, 2.300], [2.381, -1.407, 3.110], [-1.165, -4.680, 1.477], [-0.125, -5.978, 0.873], [-1.399, -5.310, -0.161], [1.460, -3.599, -1.577], [0.199, -4.807, -1.891], [1.656, -5.265, -0.987], [-3.200, -3.638, 1.196], [-3.787, -4.122, -0.406], [-4.926, -3.531, 0.819], [-4.388, -0.644, -1.465], [-5.688, -1.594, -0.710], [-4.642, -2.335, -1.937], [2.480, 0.547, -2.296], [1.658, 0.981, -1.264], [2.428, 1.340, -0.157], [3.731, 1.109, -0.513], [4.882, 1.317, 0.214], [6.086, 1.018, -0.417], [6.119, 0.535, -1.720], [4.951, 0.326, -2.449], [3.763, 0.623, -1.819], [4.847, 1.699, 1.226], [7.016, 1.169, 0.115], [7.074, 0.318, -2.180], [4.973, -0.052, -3.462]],
  "de_lowest_kj_mol": 119.6,
  "multiplicity": 3,
  "gap_ev": [8.21, 5.18],
  "charge": 0,
  "e_tot_ev": -71108.45080,
  "e_lumo_ev": [-0.015, -3.554]
}



[2]
{
  "formula": "C7H14",
  "method": "ωB97M-V/def2-TZVPD",
  "species": ["C", "C", "C", "C", "C", "C", "C", "H", "H", "H", "H", "H", "H", "H", "H", "H", "H", "H", "H", "H", "H"],
  "xyz": [[-1.325, 1.290, 0.006], [-1.251, -0.194, 0.415], [-2.328, -0.994, -0.326], [0.140, -0.854, 0.230], [1.293, 0.094, 0.490], [2.740, -0.230, 0.232], [2.018, 0.748, -0.653], [-0.677, 1.518, -0.846], [-2.349, 1.561, -0.277], [-1.035, 1.960, 0.822], [-1.478, -0.241, 1.489], [-3.325, -0.792, 0.085], [-2.349, -0.720, -1.388], [-2.150, -2.073, -0.262], [0.198, -1.718, 0.908], [0.226, -1.268, -0.786], [1.137, 0.731, 1.359], [3.465, 0.169, 0.937], [3.019, -1.192, -0.189], [1.772, 0.402, -1.655], [2.258, 1.805, -0.592]],
  "de_lowest_kj_mol": 95.4,
  "smiles": "CC(C)CC1CC1",
  "gap_ev": 11.31,
  "charge": 0,
  "e_tot_ev": -7485.30608,
  "e_lumo_ev": 1.226
}



[3]
{
  "formula": "C62H83N3O4PRu",
  "method": "ωB97M-V/def2-TZVPD",
  "species": ["Ru", "C", "O", "C", "C", "C", "C", "C", "C", "C", "C", "C", "C", "C", "C", "C", "C", "C", "C", "C", "C", "C", "C", "C", "C", "C", "C", "C", "C", "C", "C", "C", "C", "O", "C", "C", "C", "C", "C", "O", "C", "C", "C", "C", "C", "C", "O", "C", "C", "C", "C", "H", "H", "H", "H", "H", "H", "H", "H", "H", "H", "H", "H", "H", "H", "H", "H", "H", "H", "H", "H", "H", "H", "H", "H", "H", "H", "H", "H", "H", "H", "H", "H", "H", "H", "H", "H", "H", "H", "H", "H", "H", "H", "H", "H", "H", "H", "H", "H", "H", "H", "H", "H", "H", "H", "H", "H", "H", "H", "C", "C", "C", "C", "C", "C", "C", "C", "C", "C", "H", "H", "H", "H", "H", "H", "H", "H", "H", "H", "H", "H", "C", "N", "C", "N", "C", "N", "C", "P", "C", "C", "H", "H", "H", "H", "H", "H", "H", "H", "H", "H", "H", "H", "H"],
  "xyz": [[0.722, 0.594, 0.117], [2.808, 3.701, 0.595], [1.661, 2.921, 0.267], [1.122, 3.133, -1.000], [1.653, 2.463, -2.097], [2.903, 1.611, -2.025], [2.633, 0.139, -1.832], [2.312, -0.671, -2.950], [2.021, -2.049, -2.799], [2.040, -2.585, -1.548], [2.524, -1.884, -0.298], [1.414, -1.631, 2.158], [0.033, -1.446, 2.731], [-0.753, -2.525, 3.091], [-2.082, -2.366, 3.487], [-2.614, -1.084, 3.462], [-1.863, 0.041, 3.094], [-2.586, 1.368, 2.989], [-1.818, 2.649, 2.800], [-1.664, 3.511, 3.877], [-1.020, 4.738, 3.765], [-0.598, 5.093, 2.485], [-0.757, 4.275, 1.378], [-0.410, 4.860, 0.028], [0.010, 3.972, -1.111], [-0.611, 4.059, -2.343], [-0.148, 3.367, -3.468], [0.989, 2.593, -3.324], [-0.859, 3.549, -4.809], [-0.224, 2.714, -5.919], [-0.794, 5.027, -5.217], [-2.328, 3.129, -4.681], [-1.318, 2.983, 1.515], [-1.381, 2.145, 0.517], [-0.808, 5.691, 4.938], [-1.254, 5.077, 6.265], [0.682, 6.041, 5.061], [-1.607, 6.981, 4.712], [-0.530, -0.169, 2.787], [0.275, 0.891, 2.400], [1.069, 1.472, 3.434], [-2.902, -3.596, 3.873], [-2.178, -4.366, 4.987], [-4.297, -3.230, 4.380], [-3.053, -4.508, 2.648], [2.865, -0.418, -0.563], [3.172, 0.303, 0.456], [1.776, -2.902, -4.047], [1.513, -4.369, -3.712], [0.572, -2.383, -4.851], [3.032, -2.834, -4.928], [2.501, 4.717, 0.858], [3.514, 3.731, -0.235], [3.280, 3.219, 1.449], [3.546, 1.938, -1.212], [3.448, 1.755, -2.964], [2.319, -0.217, -3.935], [1.773, -3.623, -1.404], [2.073, -0.804, 2.419], [1.844, -2.517, 2.638], [-0.312, -3.515, 3.042], [-3.651, -0.920, 3.728], [-3.208, 1.464, 3.885], [-3.283, 1.272, 2.149], [-2.062, 3.192, 4.834], [-0.143, 6.067, 2.328], [0.400, 5.584, 0.178], [-1.257, 5.459, -0.327], [-1.476, 4.708, -2.426], [1.418, 2.081, -4.175], [0.806, 3.012, -6.115], [-0.789, 2.844, -6.844], [-0.226, 1.649, -5.673], [0.241, 5.365, -5.282], [-1.308, 5.664, -4.497], [-1.265, 5.172, -6.192], [-2.397, 2.050, -4.524], [-2.877, 3.366, -5.595], [-2.826, 3.625, -3.848], [-0.727, 4.144, 6.473], [-2.326, 4.870, 6.276], [-1.044, 5.771, 7.081], [1.274, 5.141, 5.238], [0.846, 6.730, 5.893], [1.060, 6.516, 4.156], [-2.673, 6.763, 4.625], [-1.293, 7.483, 3.796], [-1.464, 7.675, 5.545], [0.417, 1.838, 4.229], [1.589, 2.313, 2.980], [1.786, 0.747, 3.826], [-2.011, -3.727, 5.855], [-1.209, -4.740, 4.657], [-2.776, -5.223, 5.302], [-4.249, -2.557, 5.237], [-4.819, -4.136, 4.693], [-4.902, -2.753, 3.606], [-2.081, -4.823, 2.265], [-3.584, -4.000, 1.839], [-3.618, -5.405, 2.911], [0.639, -4.485, -3.065], [2.361, -4.827, -3.203], [1.326, -4.927, -4.632], [-0.355, -2.692, -4.353], [0.552, -2.822, -5.852], [0.581, -1.297, -4.954], [3.903, -3.178, -4.368], [3.233, -1.817, -5.264], [2.916, -3.470, -5.810], [4.964, -2.228, -0.782], [3.841, -2.679, 0.160], [4.332, -2.370, 1.586], [1.297, -1.739, 0.636], [3.602, -4.186, 0.039], [2.631, -4.814, 0.823], [2.362, -6.167, 0.700], [3.067, -6.943, -0.210], [4.042, -6.342, -0.988], [4.302, -4.982, -0.864], [5.170, -1.170, -0.621], [4.709, -2.364, -1.834], [5.886, -2.775, -0.571], [4.297, -1.301, 1.782], [5.365, -2.714, 1.677], [3.759, -2.891, 2.348], [0.533, -2.476, 0.386], [2.061, -4.233, 1.530], [1.598, -6.619, 1.322], [2.863, -8.002, -0.305], [4.608, -6.930, -1.700], [5.058, -4.541, -1.498], [-2.616, -2.698, -2.420], [-2.241, -1.379, -3.096], [-3.473, -0.476, -3.104], [-3.978, -0.289, -1.789], [-4.302, -1.580, -1.196], [-3.154, -2.478, -1.126], [-2.141, -1.991, -0.174], [-1.470, -0.326, -0.614], [-1.093, -0.717, -2.377], [-3.079, 0.517, -0.934], [-1.703, -3.294, -2.381], [-3.354, -3.171, -3.073], [-1.952, -1.574, -4.057], [-4.213, -0.974, -3.736], [-3.167, 0.469, -3.549], [-5.082, -2.055, -1.798], [-4.682, -1.419, -0.188], [-1.319, -2.703, -0.127], [-2.581, -1.948, 0.824], [-0.228, -1.384, -2.426], [-0.848, 0.205, -2.912], [-2.873, 1.486, -1.390], [-3.573, 0.723, 0.013]],
  "multiplicity": 6,
  "gap_ev": [4.85, 6.14],
  "charge": 0,
  "e_tot_ev": -90168.16192,
  "e_lumo_ev": [-0.246, -0.248]
}



[4]
{
  "formula": "C19H25CaN3",
  "method": "ωB97M-V/def2-TZVPD",
  "species": ["C", "C", "H", "H", "H", "H", "H", "H", "C", "C", "C", "C", "H", "H", "H", "H", "N", "C", "C", "N", "C", "C", "C", "H", "H", "C", "H", "H", "Ca", "C", "H", "H", "H", "C", "C", "C", "C", "C", "C", "N", "H", "H", "H", "H", "H", "H", "H", "H"],
  "xyz": [[-2.092, -0.156, 2.493], [-2.104, 0.427, -2.475], [-1.866, -1.141, 2.947], [-3.193, -0.097, 2.402], [-1.794, 0.584, 3.248], [-1.183, 0.027, -2.916], [-2.957, -0.267, -2.610], [-2.313, 1.438, -2.837], [-0.535, -2.711, -0.342], [0.361, -3.784, -0.463], [1.703, -3.512, -0.756], [2.103, -2.194, -0.970], [-1.600, -2.865, -0.096], [-0.001, -4.797, -0.314], [2.441, -4.314, -0.816], [3.135, -1.919, -1.187], [-0.131, -1.444, -0.557], [1.151, -1.164, -0.920], [1.501, 0.239, -1.286], [0.611, 1.213, -0.981], [0.891, 2.479, -1.332], [2.999, 1.850, -2.326], [2.078, 2.846, -1.989], [0.131, 3.227, -1.090], [2.241, 3.893, -2.229], [2.703, 0.529, -1.981], [3.355, -0.301, -2.240], [3.929, 2.069, -2.854], [-1.805, 0.213, 0.074], [-2.296, 2.568, 0.219], [-2.815, 2.553, -0.754], [-1.447, 3.256, 0.204], [-2.967, 2.775, 1.069], [1.063, -2.101, 2.793], [1.136, -0.659, 3.071], [1.669, -0.070, 4.268], [1.519, 1.318, 4.121], [0.907, 1.515, 2.836], [0.532, 2.806, 2.247], [0.698, 0.315, 2.224], [1.617, -2.352, 1.887], [0.031, -2.456, 2.676], [1.512, -2.644, 3.629], [2.080, -0.649, 5.089], [1.773, 2.117, 4.807], [-0.521, 2.835, 1.943], [0.699, 3.610, 2.974], [1.137, 3.020, 1.362]],
  "gap_ev": [5.02, 4.26],
  "charge": 0,
  "e_tot_ev": -43011.95387,
  "e_lumo_ev": [-1.000, -1.366]
}



[5]
{
  "formula": "CH3Br2ClSi",
  "method": "ωB97M-V/def2-TZVPD",
  "species": ["C", "Si", "Cl", "Br", "Br", "H", "H", "H"],
  "xyz": [[-1.246, 0.170, 0.316], [-0.250, 0.806, -1.081], [-1.303, 1.027, 1.869], [-0.103, 2.751, -2.327], [0.477, -0.603, -2.687], [-0.712, -0.777, 0.448], [1.211, -1.791, 1.875], [1.926, -1.582, 1.588]],
  "de_lowest_kj_mol": 510.4,
  "gap_ev": [7.64, 7.64],
  "charge": 0,
  "e_tot_ev": -161569.56320,
  "e_lumo_ev": [-1.296, -1.296]
}



[6]
{
  "formula": "C23H42Cl5MnN2O7P2",
  "method": "ωB97M-V/def2-TZVPD",
  "species": ["Mn", "C", "C", "C", "O", "P", "O", "C", "P", "O", "O", "C", "C", "C", "O", "C", "C", "C", "O", "C", "C", "C", "H", "H", "H", "H", "H", "H", "H", "H", "H", "H", "H", "H", "H", "H", "H", "H", "H", "H", "H", "H", "H", "H", "H", "H", "H", "H", "H", "H", "H", "H", "Cl", "C", "C", "Cl", "C", "Cl", "C", "O", "C", "Cl", "C", "Cl", "C", "C", "C", "C", "N", "N", "H", "H", "H", "H", "H", "H", "H", "H", "H", "H", "H", "H"],
  "xyz": [[0.218, 0.160, -0.164], [-3.313, -3.319, 0.983], [-2.802, -3.222, 2.401], [-3.785, -3.690, 3.438], [-2.541, -1.769, 2.718], [-1.201, -1.052, 2.479], [-0.717, -1.025, 1.040], [-1.511, 0.644, 3.015], [-1.923, 1.666, 1.597], [-0.761, 1.627, 0.609], [-2.137, 3.144, 1.941], [-3.170, 3.667, 2.908], [-2.451, 4.042, 4.180], [-3.849, 4.813, 2.212], [-3.245, 0.991, 1.144], [-4.083, 1.415, -0.019], [-5.519, 1.271, 0.418], [-3.725, 0.541, -1.199], [-0.056, -1.662, 3.328], [-0.207, -2.085, 4.762], [0.515, -1.074, 5.621], [0.351, -3.479, 4.859], [-3.517, -4.366, 0.756], [-2.586, -2.944, 0.262], [-4.245, -2.759, 0.879], [-1.851, -3.745, 2.511], [-4.708, -3.108, 3.380], [-3.377, -3.604, 4.448], [-4.025, -4.739, 3.255], [-0.604, 1.019, 3.496], [-2.338, 0.667, 3.729], [-3.877, 2.852, 3.079], [-1.662, 4.766, 3.968], [-2.011, 3.172, 4.676], [-3.159, 4.499, 4.873], [-3.113, 5.560, 1.907], [-4.549, 5.283, 2.903], [-4.409, 4.484, 1.335], [-3.852, 2.460, -0.223], [-5.726, 0.233, 0.690], [-6.184, 1.555, -0.400], [-5.741, 1.909, 1.275], [-4.066, -0.483, -1.036], [-2.651, 0.527, -1.372], [-4.213, 0.929, -2.094], [-1.275, -2.087, 4.985], [1.569, -1.014, 5.335], [0.465, -1.390, 6.664], [0.069, -0.079, 5.557], [1.407, -3.487, 4.578], [-0.191, -4.184, 4.226], [0.270, -3.823, 5.891], [6.172, -3.427, 0.489], [4.695, -2.833, 0.035], [4.122, -1.736, 0.792], [4.934, -1.068, 2.111], [2.918, -1.271, 0.407], [2.133, 0.055, 1.213], [2.205, -1.804, -0.708], [1.087, -1.313, -1.048], [2.786, -2.898, -1.446], [1.912, -3.507, -2.752], [4.008, -3.395, -1.080], [4.706, -4.668, -1.942], [-1.335, 2.795, -2.644], [-0.646, 1.620, -3.336], [-1.644, 0.673, -3.982], [0.394, 2.097, -4.351], [0.065, 0.782, -2.284], [0.998, 1.444, -1.448], [-2.113, 3.188, -3.297], [-0.652, 3.628, -2.448], [-1.811, 2.487, -1.708], [-2.114, 1.178, -4.826], [-2.426, 0.367, -3.284], [-1.150, -0.223, -4.372], [-0.096, 2.721, -5.102], [0.858, 1.256, -4.874], [1.174, 2.713, -3.889], [0.519, -0.015, -2.715], [0.674, 2.392, -1.279], [1.960, 1.469, -1.772]],
  "de_lowest_kj_mol": 0.0,
  "multiplicity": 4,
  "gap_ev": [7.05, 6.05],
  "charge": 3,
  "e_tot_ev": -154335.53835,
  "e_lumo_ev": [-10.184, -11.429]
}



[7]
{
  "formula": "C3H3Br2Cl",
  "method": "ωB97M-V/def2-TZVPD",
  "species": ["C", "C", "C", "Cl", "Br", "Br", "H", "H", "H"],
  "xyz": [[-1.949, 1.031, 0.240], [-1.182, 0.051, -0.171], [-0.464, -2.180, -3.351], [-0.009, 0.267, -1.368], [-1.409, -1.082, -4.524], [1.326, -2.306, -3.754], [-2.808, 0.842, 0.957], [-2.114, 2.065, -0.280], [-1.068, -1.044, 0.093]],
  "de_lowest_kj_mol": 330.7,
  "gap_ev": 8.03,
  "charge": 0,
  "e_tot_ev": -155762.59693,
  "e_lumo_ev": -1.115
}



[8]
{
  "formula": "H2INS",
  "method": "ωB97M-V/def2-TZVPD",
  "species": ["N", "S", "I", "H", "H"],
  "xyz": [[-0.242, 0.023, -0.878], [0.566, 0.852, 0.070], [2.835, -0.017, -0.057], [-0.075, -0.932, -0.989], [0.542, -0.296, 1.617]],
  "de_lowest_kj_mol": 313.3,
  "gap_ev": [7.99, 7.99],
  "charge": 0,
  "e_tot_ev": -20455.02698,
  "e_lumo_ev": [-1.044, -1.044]
}